Record 1
{
  "formula": "C7H16NO2",
  "method": "the ωB97M-V functional and the def2-TZVPD basis",
  "homo_lumo_gap_ev": [8.576, 8.411],
  "e_homo_ev": [-12.97, -12.62],
  "total_charge": 1,
  "total_energy_ev": -13090.8733,
  "species": ["C", "C", "C", "C", "C", "C", "C", "N", "O", "O", "H", "H", "H", "H", "H", "H", "H", "H", "H", "H", "H", "H", "H", "H", "H", "H"],
  "xyz": [[-2.55338, 0.99907, 1.27440], [-2.00825, 1.28086, 0.11310], [1.34561, 1.84685, -1.29518], [1.34877, -1.92720, 1.20044], [1.03546, 0.88406, -0.09144], [-0.03364, -1.41770, 0.58014], [0.20580, -0.28818, -0.37979], [-0.14462, -0.55062, -1.74281], [0.68328, 1.65257, 1.01527], [-0.85262, -2.33528, -0.07373], [-3.52368, 1.32102, 1.65404], [-1.83189, 0.69696, 2.08646], [-2.26597, 1.82714, -0.72583], [0.51046, 1.75152, -2.03893], [2.13335, 1.49933, -1.84071], [1.45572, 2.73688, -0.69813], [1.62330, -1.44123, 2.18808], [1.27974, -2.97045, 1.36299], [2.22017, -1.85559, 0.52490], [1.97885, 0.55166, 0.30100], [-0.55805, -1.06721, 1.50606], [-0.31766, 0.41106, -2.06507], [-1.02473, -1.20210, -1.95024], [0.54569, -1.07052, -2.35334], [-0.26788, 1.81505, 1.03286], [-0.98384, -3.14797, 0.41547]]
}


Record 2
{
  "formula": "C7H16NS",
  "method": "the ωB97M-V functional and the def2-TZVPD basis",
  "homo_lumo_gap_ev": 10.361,
  "e_homo_ev": -13.26,
  "smiles": "CC(C)[C@]1([NH+](C)C)CS1",
  "total_charge": 1,
  "total_energy_ev": -19835.4982,
  "species": ["C", "C", "C", "C", "N", "C", "C", "C", "S", "H", "H", "H", "H", "H", "H", "H", "H", "H", "H", "H", "H", "H", "H", "H", "H"],
  "xyz": [[0.20512, -2.31930, 0.95415], [0.23504, -1.12683, -0.08021], [-0.55742, -1.67410, -1.33059], [-0.42235, 0.22887, 0.44148], [0.05187, 1.53617, -0.17760], [1.19805, 2.11269, 0.61263], [0.35856, 1.30170, -1.65251], [-1.06112, 0.32660, 1.82836], [-2.25357, 0.31720, 0.40741], [0.83514, -3.14752, 0.57071], [-0.77164, -2.74647, 1.04090], [0.61365, -2.00817, 1.89218], [1.33088, -0.87168, -0.25440], [-1.56066, -1.26407, -1.33691], [-0.86286, -2.74743, -1.33294], [-0.10030, -1.38314, -2.32257], [-0.78888, 2.15305, -0.11932], [2.09037, 1.51361, 0.29613], [1.29092, 3.12302, 0.23255], [0.88951, 2.08059, 1.59640], [1.10791, 0.53450, -1.74807], [-0.54691, 1.12528, -2.30201], [0.67064, 2.19866, -2.11781], [-0.74893, -0.47855, 2.45675], [-1.20301, 1.21532, 2.44526]]
}


Record 3
{
  "formula": "C7H16O4P2",
  "method": "the ωB97M-V functional and the def2-TZVPD basis",
  "homo_lumo_gap_ev": [8.037, 7.995],
  "e_homo_ev": [-8.00, -7.98],
  "total_charge": 0,
  "total_energy_ev": -34280.2215,
  "species": ["C", "C", "C", "C", "C", "C", "C", "O", "O", "O", "O", "P", "P", "H", "H", "H", "H", "H", "H", "H", "H", "H", "H", "H", "H", "H", "H", "H", "H"],
  "xyz": [[-2.84321, -0.90570, -0.82037], [-1.76969, 1.33000, 0.41399], [-0.64687, -1.91861, -0.31153], [-0.55428, 0.76407, 0.95631], [3.33845, 0.40828, -1.17590], [3.05860, 0.34368, 0.23836], [1.97053, -0.72998, 0.61774], [-3.30767, -0.18907, -1.94367], [-1.66307, 1.79585, -0.88971], [-0.88724, -2.51062, 0.94672], [0.41148, 1.81510, 1.08735], [-3.18627, 0.11875, 0.72829], [0.35434, -0.41297, -0.37342], [-3.45999, -1.80557, -0.65352], [-2.14192, 2.16576, 1.04166], [-0.62406, -2.58371, -1.16764], [-0.73778, 0.23820, 2.00006], [2.47538, 0.19287, -1.84805], [3.71906, 1.35701, -1.34101], [4.03669, -0.33382, -1.45663], [4.01609, -0.00128, 0.77858], [2.72540, 1.25964, 0.83559], [2.32483, -1.81131, 0.33406], [2.00575, -0.81694, 1.74257], [-2.91772, 0.68434, -1.75831], [-0.71150, 1.94101, -0.98228], [-1.81210, -2.80504, 1.01909], [0.92763, 1.63969, 1.89003], [-4.10086, 0.77035, 0.09165]]
}


Record 4
{
  "formula": "C7H16O6",
  "method": "the ωB97M-V functional and the def2-TZVPD basis",
  "homo_lumo_gap_ev": [9.611, 9.164],
  "e_homo_ev": [-10.24, -9.84],
  "total_charge": 0,
  "total_energy_ev": -19794.3588,
  "species": ["H", "O", "O", "C", "C", "C", "C", "O", "C", "C", "C", "O", "O", "O", "H", "H", "H", "H", "H", "H", "H", "H", "H", "H", "H", "H", "H", "H", "H"],
  "xyz": [[-4.51961, 1.55286, 4.20848], [-3.54834, 1.70591, 4.15359], [-3.19193, 1.18920, 2.93681], [-1.20514, -1.46011, -3.50636], [-0.59496, -0.48285, -2.50930], [-1.31967, -0.45883, -1.18133], [-0.68780, 0.50879, -0.18278], [0.63455, 0.19659, -0.01472], [1.31704, 0.97010, 0.99277], [2.70116, 0.35645, 1.10759], [2.68450, -1.05369, 1.66802], [3.37954, 0.27501, -0.14373], [-1.30071, 0.37672, 1.12440], [-2.57511, 0.84203, 1.12183], [-0.62912, -1.43642, -4.43242], [-1.17913, -2.48086, -3.11384], [-2.24139, -1.19856, -3.73747], [0.44753, -0.75374, -2.30668], [-0.59814, 0.53884, -2.90636], [-2.36099, -0.14864, -1.30117], [-1.29269, -1.45687, -0.72195], [-0.84771, 1.54967, -0.51240], [1.37692, 2.02057, 0.65872], [0.77892, 0.89779, 1.94653], [3.28190, 1.00321, 1.77623], [2.11853, -1.10160, 2.60137], [2.23984, -1.73870, 0.93699], [3.70842, -1.37782, 1.86937], [3.42361, 1.16497, -0.53220]]
}


| no. | largest force on an atom (eV Å⁻¹) |
| --- | --- |
| 1 | 4.07 |
| 2 | 3.77 |
| 3 | 4.87 |
| 4 | 3.98 |